Molecular formula: C54H108Cl4O37
Method: DFT, wB97M-V/def2-TZVPD

- Net charge: 0
- Orbital gap: 10.50 eV

Each atom is followed by the atoms it is bonded to, with distances in Å.
CARTESIAN COORDINATES (ANGSTROEM)
1 H 3.3163 -0.2675 -0.4880  C189 1.090
2 O -5.1021 4.2013 3.1619  C138 1.253
3 C -6.5412 -3.6029 -2.0413  H39 1.090, C88 1.593, H93 1.090, H109 1.090
4 H -1.4535 2.4548 -4.2760  C143 1.090
5 H 2.5395 6.2588 3.5679  C57 1.090
6 C 0.1852 -0.1165 -0.1937  O18 1.285, O153 1.287, O177 1.230
7 O 6.8416 -3.4345 -4.7171  C85 1.228
8 H -4.7971 -2.1019 -3.6492  C61 1.090
9 C 7.7074 3.4610 1.6163  H14 1.090, C45 1.537, H133 1.090, H163 1.090
10 C -3.5538 0.0248 3.0954  O114 1.439, H123 1.090, H131 1.090, C132 1.581
11 C -7.1023 1.8986 1.9175  O28 1.424, H80 1.090, H198 1.090, H199 1.090
12 H -3.6255 6.4232 -0.5451  C191 1.090
13 H -1.2919 -4.0200 -3.5568  C20 1.090
14 H 7.9296 3.5917 0.5573  C9 1.090
15 H -2.2715 -2.2016 -5.5034  C24 1.090
16 H -1.4880 -1.8347 8.5328  C180 1.090
17 H -1.8606 4.6101 7.0140  C201 1.090
18 O 0.0289 0.5631 0.8855  C6 1.285, C186 1.419
19 H 2.9283 -5.0707 -0.9772  C174 1.090
20 C -1.1879 -4.7044 -4.3987  H13 1.090, C43 1.558, H79 1.090, H110 1.090
21 C 4.4943 2.5858 3.1722  O73 1.345, O124 1.196, O134 1.378
22 H -1.2009 2.4886 -2.4820  C143 1.090
23 H 3.6183 3.1955 -0.2808  C91 1.090
24 C -3.1590 -1.7553 -5.0548  H15 1.090, O25 1.405, C61 1.548, H162 1.090
25 O -4.2227 -1.7525 -5.9729  C24 1.405, C66 1.363
26 H 2.2632 5.5857 0.5494  C160 1.090
27 C -0.1475 -2.2986 -1.0330  H95 1.090, H112 1.090, H137 1.090, O153 1.419
28 O -6.2046 1.3794 0.9419  C11 1.424, C135 1.383
29 H -4.9028 0.1058 -9.3029  C47 1.090
30 O -5.3596 -1.0945 -7.6534  C47 1.431, C66 1.333
31 H -1.3948 -3.0336 9.6844  C180 1.090
32 H -2.7684 -2.9529 8.6402  C180 1.090
33 C -4.7908 -4.0703 0.5860  O56 1.360, O63 1.378, O99 1.271
34 Cl -2.0041 2.3547 7.8538  C201 1.772
35 H -3.1832 -1.9794 -2.9226  C61 1.090
36 H -2.4995 -0.4737 4.9760  C132 1.090
37 H 7.5066 1.0579 -3.5804  C172 1.090
38 H 2.1876 -2.2535 -5.1396  C141 1.090
39 H -7.4539 -4.1735 -1.8692  C3 1.090
40 H -0.6628 2.2362 0.1644  C186 1.090
41 H 2.3394 2.6160 4.4528  C164 1.090
42 H 6.6381 6.8935 1.8624  C202 1.090
43 C 0.1638 -4.5534 -5.1585  C20 1.558, H81 1.090, O166 1.379, H171 1.090
44 C 3.2765 -7.1143 -0.8959  H49 1.090, H97 1.090, C174 1.532, H179 1.090
45 C 6.2208 3.0713 1.6273  C9 1.537, H62 1.090, O73 1.346, H78 1.090
46 H 3.4287 -2.6762 0.1743  C60 1.090
47 C -5.4567 -0.7983 -9.0503  H29 1.090, O30 1.431, H51 1.090, H130 1.090
48 H 3.0511 -1.5320 -3.7576  C141 1.090
49 H 4.3574 -6.9821 -0.9439  C44 1.090
50 H 8.1530 -4.9352 -1.5587  C200 1.090
51 H -5.2192 -1.6979 -9.6182  C47 1.090
52 H 2.1106 -3.1129 -3.6749  C141 1.090
53 H 4.5317 -2.6533 -5.5594  C92 1.090
54 H -2.4135 -7.0952 -0.5599  C103 1.090
55 C -0.3138 2.5170 2.4299  H102 1.090, H140 1.090, C186 1.604, H203 1.090
56 O -6.0287 -3.5486 0.3710  C33 1.360, C88 1.411
57 C 2.8228 5.8220 2.6103  H5 1.090, O58 1.430, H70 1.090, C160 1.536
58 O 4.1944 6.0634 2.2840  C57 1.430, C127 1.321
59 H 5.7291 8.2595 1.1445  C202 1.090
60 C 4.2167 -2.2047 -0.4129  H46 1.090, H68 1.090, C189 1.520, H194 1.090
61 C -3.7488 -2.3770 -3.7653  H8 1.090, C24 1.548, H35 1.090, H107 1.090
62 H 5.7417 3.7172 0.8915  C45 1.090
63 O -4.9652 -4.7494 1.7727  C33 1.378, C144 1.462
64 H 8.5024 -3.2758 -2.2435  C200 1.090
65 H -4.0915 -6.6193 1.9906  C144 1.090
66 C -4.1671 -0.9526 -7.0746  O25 1.363, O30 1.333, O165 1.258
67 H 1.9024 -6.3227 -8.9658  C89 1.090
68 H 5.1825 -2.6695 -0.2149  C60 1.090
69 H 4.1399 -0.5888 0.9857  C189 1.090
70 H 2.8956 4.7493 2.7899  C57 1.090
71 O 6.9440 0.9746 -1.6414  C149 1.361, C172 1.345
72 H 0.6067 -7.0657 -8.0898  C89 1.090
73 O 5.7434 2.9934 2.8833  C21 1.345, C45 1.346
74 H -4.5432 8.6082 -1.5105  C105 1.090
75 O 1.0763 -6.0330 -1.3461  C76 1.399, C174 1.413
76 C 0.5754 -5.6182 -0.1075  O75 1.399, O111 1.198, O116 1.343
77 O 2.3134 -4.5470 -7.0805  C83 1.250
78 H 6.1428 2.0678 1.2089  C45 1.090
79 H -1.1843 -5.6802 -3.9131  C20 1.090
80 H -8.0087 1.9586 1.3152  C11 1.090
81 H 0.4164 -3.5068 -5.3289  C43 1.090
82 H -1.2064 -2.9396 2.1188  C161 1.090
83 C 1.2562 -5.2070 -7.1744  O77 1.250, C89 1.535, O166 1.343
84 Cl -0.1353 3.4441 5.8581  C201 1.805
85 C 6.1578 -3.6250 -3.7147  O7 1.228, O94 1.365, O170 1.288
86 H -0.5108 4.0837 8.1141  C201 1.090
87 H 8.5612 -4.8471 -3.1829  C200 1.090
88 C -6.2314 -2.7191 -0.7528  C3 1.593, O56 1.411, H119 1.090, H188 1.090
89 C 0.9999 -6.0969 -8.3980  H67 1.090, H72 1.090, C83 1.535, H178 1.090
90 C -2.6917 4.8187 -2.1912  O129 1.389, O136 1.218, O148 1.340
91 C 3.5221 3.4495 -1.3365  H23 1.090, Cl113 1.804, Cl193 1.813, H195 1.090
92 C 4.0125 -3.1468 -4.7378  H53 1.090, C141 1.494, H150 1.090, O170 1.467
93 H -6.7337 -2.9976 -2.9270  C3 1.090
94 O 6.6818 -3.9488 -2.4962  C85 1.365, C200 1.420
95 H 0.8266 -2.7872 -1.0564  C27 1.090
96 H 6.4942 2.3461 -3.0740  C172 1.090
97 H 2.9706 -8.0534 -1.3571  C44 1.090
98 O 4.8003 0.4978 -2.5117  C149 1.234
99 O -3.6955 -3.9559 -0.0489  C33 1.271
100 H 8.1361 2.3422 -2.4758  C172 1.090
101 C -0.6748 -3.2043 5.4148  O122 1.312, O151 1.333, O167 1.257
102 H -1.1788 2.0286 2.8787  C55 1.090
103 C -1.3806 -6.9111 -0.8552  H54 1.090, H106 1.090, O116 1.410, H196 1.090
104 H -3.9786 -5.4887 3.4079  C144 1.090
105 C -3.8193 8.0473 -2.1017  H74 1.090, H115 1.090, H176 1.090, C191 1.523
106 H -1.4251 -6.2429 -1.7153  C103 1.090
107 H -3.8227 -3.4630 -3.8222  C61 1.090
108 H -5.2207 3.8020 7.0868  C158 1.090
109 H -5.8085 -4.3885 -2.2256  C3 1.090
110 H -1.9865 -4.7399 -5.1397  C20 1.090
111 O 1.0970 -4.8343 0.6332  C76 1.198
112 H -1.0061 -2.8878 -0.7111  C27 1.090
113 Cl 4.8901 4.4809 -1.9010  C91 1.804
114 O -4.6764 0.7697 2.5910  C10 1.439, C135 1.436
115 H -4.4697 7.6400 -2.8758  C105 1.090
116 O -0.5982 -6.2361 0.1039  C76 1.343, C103 1.410
117 H 3.1830 1.4630 5.4536  C164 1.090
118 H -1.5617 7.3078 3.6774  C190 1.090
119 H -7.1231 -2.1299 -0.5387  C88 1.090
120 H -2.8717 1.1589 5.0460  C132 1.090
121 H -4.1947 0.0729 5.1774  C132 1.090
122 O -1.2563 -3.2347 4.2395  C101 1.312, C161 1.441
123 H -3.7137 -1.0355 2.9000  C10 1.090
124 O 3.6635 2.2481 2.3812  C21 1.196
125 C -2.8794 5.8457 2.5938  H126 1.090, O128 1.449, H139 1.090, C190 1.612
126 H -2.6945 4.9926 1.9411  C125 1.090
127 C 4.6559 7.2009 2.7722  O58 1.321, O169 1.205, C202 1.552
128 O -3.4253 5.5337 3.8989  C125 1.449, C138 1.269
129 O -1.8451 4.2792 -3.1506  C90 1.389, C143 1.456
130 H -6.4966 -0.5871 -9.2995  C47 1.090
131 H -2.6581 0.2867 2.5321  C10 1.090
132 C -3.2616 0.2274 4.6356  C10 1.581, H36 1.090, H120 1.090, H121 1.090
133 H 7.6770 4.4646 2.0406  C9 1.090
134 O 4.3720 2.7706 4.5320  C21 1.378, C164 1.393
135 C -5.1366 0.5558 1.2481  O28 1.383, O114 1.436, O155 1.240
136 O -3.5445 4.2460 -1.5366  C90 1.218
137 H -0.4316 -1.9177 -2.0140  C27 1.090
138 C -4.4068 4.7441 4.0520  O2 1.253, O128 1.269, O142 1.236
139 H -3.4953 6.4738 1.9503  C125 1.090
140 H 0.4729 2.3738 3.1706  C55 1.090
141 C 2.7759 -2.4662 -4.2471  H38 1.090, H48 1.090, H52 1.090, C92 1.494
142 O -4.4712 4.6274 5.2804  C138 1.236, C158 1.397
143 C -1.8096 2.8334 -3.3179  H4 1.090, H22 1.090, O129 1.456, H145 1.090
144 C -3.9103 -5.5980 2.3256  O63 1.462, H65 1.090, H104 1.090, H159 1.090
145 H -2.8354 2.4804 -3.2126  C143 1.090
146 H -1.3215 -4.8710 8.0533  C175 1.090
147 H 2.9882 3.1484 6.0346  C164 1.090
148 O -2.3999 6.1255 -2.1538  C90 1.340, C191 1.460
149 C 5.6785 0.4731 -1.6445  O71 1.361, O98 1.234, O182 1.351
150 H 3.7101 -4.0612 -5.2482  C92 1.090
151 O -1.4012 -3.8271 6.3425  C101 1.333, C175 1.425
152 H 0.2938 -3.1748 2.8795  C161 1.090
153 O -0.1440 -1.3432 0.0159  C6 1.287, C27 1.419
154 H 2.6932 -5.7550 -2.5200  C174 1.090
155 O -4.5407 -0.1129 0.3906  C135 1.240
156 H 0.0415 -3.7400 7.7498  C175 1.090
157 H -0.6269 5.9399 3.1450  C190 1.090
158 C -5.2951 3.7581 6.0002  H108 1.090, O142 1.397, H173 1.090, H187 1.090
159 H -2.9679 -5.2647 1.8909  C144 1.090
160 C 1.9488 6.1882 1.4016  H26 1.090, C57 1.536, H168 1.090, H181 1.090
161 C -0.6723 -2.6954 3.0371  H82 1.090, O122 1.441, H152 1.090, H192 1.090
162 H -2.9071 -0.7460 -4.7294  C24 1.090
163 H 8.3969 2.8616 2.2109  C9 1.090
164 C 3.1583 2.5138 5.1649  H41 1.090, H117 1.090, O134 1.393, H147 1.090
165 O -3.1455 -0.2915 -7.3931  C66 1.258
166 O 0.2242 -5.2969 -6.3189  C43 1.379, C83 1.343
167 O 0.4890 -2.7391 5.5081  C101 1.257
168 H 0.9430 5.8229 1.6092  C160 1.090
169 O 4.2386 7.9235 3.6421  C127 1.205
170 O 4.8845 -3.4644 -3.6015  C85 1.288, C92 1.467
171 H 0.9117 -4.8378 -4.4184  C43 1.090
172 C 7.2943 1.6950 -2.7219  H37 1.090, O71 1.345, H96 1.090, H100 1.090
173 H -5.0142 2.7238 5.8015  C158 1.090
174 C 2.4811 -5.9360 -1.4663  H19 1.090, C44 1.532, O75 1.413, H154 1.090
175 C -1.0401 -3.8719 7.7207  H146 1.090, O151 1.425, H156 1.090, C180 1.481
176 H -3.0685 8.6771 -2.5789  C105 1.090
177 O 0.4940 0.3943 -1.2694  C6 1.230
178 H 0.3606 -5.6706 -9.1711  C89 1.090
179 H 2.9013 -7.2127 0.1227  C44 1.090
180 C -1.6796 -2.9023 8.6405  H16 1.090, H31 1.090, H32 1.090, C175 1.481
181 H 2.0156 7.2549 1.1876  C160 1.090
182 O 5.5076 -0.1445 -0.4548  C149 1.351, C189 1.450
183 H 6.3732 8.2468 2.9008  C202 1.090
184 H -2.3034 7.5889 -0.6677  C191 1.090
185 H -1.1004 7.0822 1.9840  C190 1.090
186 C 0.0366 1.9798 0.9601  O18 1.419, H40 1.090, C55 1.604, H197 1.090
187 H -6.3605 3.7710 5.7701  C158 1.090
188 H -5.3446 -2.1092 -0.9250  C88 1.090
189 C 4.2266 -0.7186 -0.0930  H1 1.090, C60 1.520, H69 1.090, O182 1.450
190 C -1.4703 6.5754 2.8753  H118 1.090, C125 1.612, H157 1.090, H185 1.090
191 C -3.0609 7.0493 -1.2360  H12 1.090, C105 1.523, O148 1.460, H184 1.090
192 H -0.5518 -1.6129 3.0781  C161 1.090
193 Cl 1.9871 4.3455 -1.6918  C91 1.813
194 H 3.8341 -2.4316 -1.4081  C60 1.090
195 H 3.4935 2.5457 -1.9452  C91 1.090
196 H -0.9539 -7.8838 -1.0998  C103 1.090
197 H 0.9958 2.3612 0.6100  C186 1.090
198 H -6.7382 2.7960 2.4178  C11 1.090
199 H -7.3203 1.0986 2.6251  C11 1.090
200 C 8.0649 -4.2602 -2.4100  H50 1.090, H64 1.090, H87 1.090, O94 1.420
201 C -1.1703 3.8128 7.2897  H17 1.090, Cl34 1.772, Cl84 1.805, H86 1.090
202 C 5.9390 7.7062 2.0598  H42 1.090, H59 1.090, C127 1.552, H183 1.090
203 H -0.5320 3.5832 2.4905  C55 1.090

Mulliken population analysis, charges in e, atoms 1 to 99: number 1, H, carries 0.208; number 2, O, carries -0.701; number 3, C, carries -1.305; number 4, H, carries 0.286; number 5, H, carries 0.443; number 6, C, carries 0.466; number 7, O, carries -0.621; number 8, H, carries 0.418; number 9, C, carries -1.588; number 10, C, carries 0.821; number 11, C, carries -0.528; number 12, H, carries 0.220; number 13, H, carries 0.087; number 14, H, carries 0.329; number 15, H, carries 0.292; number 16, H, carries 0.304; number 17, H, carries 0.255; number 18, O, carries -0.263; number 19, H, carries 0.042; number 20, C, carries -1.127; number 21, C, carries 0.491; number 22, H, carries 0.149; number 23, H, carries -0.511; number 24, C, carries -0.257; number 25, O, carries -0.233; number 26, H, carries -0.164; number 27, C, carries -0.452; number 28, O, carries -0.281; number 29, H, carries 0.328; number 30, O, carries -0.323; number 31, H, carries 0.393; number 32, H, carries 0.315; number 33, C, carries 0.562; number 34, Cl, carries -0.137; number 35, H, carries 0.210; number 36, H, carries 0.163; number 37, H, carries 0.305; number 38, H, carries 0.571; number 39, H, carries 0.396; number 40, H, carries 0.063; number 41, H, carries -0.546; number 42, H, carries 0.164; number 43, C, carries 0.853; number 44, C, carries -1.377; number 45, C, carries 0.865; number 46, H, carries 0.408; number 47, C, carries -0.668; number 48, H, carries 0.144; number 49, H, carries 0.355; number 50, H, carries 0.236; number 51, H, carries 0.283; number 52, H, carries -0.414; number 53, H, carries 0.433; number 54, H, carries 0.215; number 55, C, carries 0.458; number 56, O, carries -0.356; number 57, C, carries 0.027; number 58, O, carries -0.112; number 59, H, carries 0.243; number 60, C, carries -0.675; number 61, C, carries -0.856; number 62, H, carries -0.012; number 63, O, carries -0.400; number 64, H, carries 0.273; number 65, H, carries 0.237; number 66, C, carries 0.681; number 67, H, carries 0.358; number 68, H, carries 0.308; number 69, H, carries 0.377; number 70, H, carries -0.203; number 71, O, carries -0.302; number 72, H, carries 0.342; number 73, O, carries -0.334; number 74, H, carries 0.374; number 75, O, carries -0.227; number 76, C, carries 0.793; number 77, O, carries -0.532; number 78, H, carries -0.081; number 79, H, carries 0.461; number 80, H, carries 0.290; number 81, H, carries 0.078; number 82, H, carries -0.051; number 83, C, carries 0.686; number 84, Cl, carries -0.007; number 85, C, carries 0.563; number 86, H, carries 0.337; number 87, H, carries 0.322; number 88, C, carries 0.208; number 89, C, carries -1.201; number 90, C, carries 0.788; number 91, C, carries 0.582; number 92, C, carries -0.734; number 93, H, carries 0.395; number 94, O, carries -0.204; number 95, H, carries 0.131; number 96, H, carries 0.264; number 97, H, carries 0.346; number 98, O, carries -0.591; number 99, O, carries -0.309